# 1
Density functional theory data (ωB97M-V/def2-TZVPD) for a cluster of 2 separate species, C4H13NOSi in total.

Output
energy above the lowest of the compared OMol25 structures with the same formula, charge and spin = 244.2 kJ/mol
lowest unoccupied orbital energy = 0.018 Ha
E = -579.639800 a.u.
total charge = 0
HOMO level = -0.3379 Ha
SMILES = CC[Si](=N)CC.O

Each line ends with the natural charge from an NBO analysis.
Atoms and positions in Å:
1 C -0.233 2.202 0.975  -0.61
2 C 0.741 1.007 1.214  -0.89
3 Si 0.221 -0.720 0.577  1.83
4 N 1.394 -1.792 0.627  -1.47
5 C -1.592 -0.948 -0.071  -0.90
6 C -1.812 -0.924 -1.679  -0.60
7 H -1.221 2.144 1.558  0.21
8 H 0.267 3.085 1.238  0.21
9 H -0.432 2.320 -0.145  0.20
10 H 0.758 0.862 2.331  0.25
11 H 1.752 1.263 0.822  0.25
12 H 1.452 -2.862 0.517  0.41
13 H -2.212 -1.758 0.321  0.25
14 H -2.000 -0.004 0.278  0.22
15 H -1.601 0.218 -1.890  0.20
16 H -1.112 -1.623 -2.197  0.22
17 H -2.860 -1.043 -2.033  0.22
18 O 3.284 -0.277 -1.324  -0.96
19 H 3.462 0.277 -0.541  0.46
20 H 2.902 -1.118 -0.900  0.50

# 2
Density functional theory data (ωB97M-V/def2-TZVPD) for a cluster of 2 separate species, C4H13NP in total.

Output
energy above the lowest of the compared OMol25 structures with the same formula, charge and spin = 412.1 kJ/mol
lowest unoccupied orbital energy = -0.163 Ha
E = -555.917719 a.u.
total charge = +1
HOMO level = -0.4219 Ha

Each line ends with the natural charge from an NBO analysis.
Atoms and positions in Å:
1 C 1.753 0.374 1.188  -0.74
2 C -1.452 -1.287 1.142  -0.64
3 C 1.508 0.921 -0.145  0.34
4 C -0.957 -0.521 -0.117  -0.84
5 N 1.968 0.300 -1.247  -0.69
6 P -2.058 0.370 -1.187  0.78
7 H 2.772 -0.108 1.240  0.25
8 H 0.882 -0.309 1.477  0.30
9 H 1.793 1.146 1.941  0.27
10 H -0.436 -1.422 1.593  0.20
11 H -1.713 -2.371 1.062  0.24
12 H -2.177 -0.672 1.745  0.23
13 H 0.972 1.854 -0.269  0.23
14 H -0.370 -1.107 -0.872  0.20
15 H 2.621 -0.443 -0.919  0.42
16 H 2.062 0.582 -2.234  0.45
17 H -3.369 0.294 -1.654  -0.01
18 H -1.413 0.867 -2.280  0.01
19 H -2.386 1.533 -0.465  -0.02

# 3
Density functional theory data (ωB97M-V/def2-TZVPD) for a cluster of 2 separate species, C4H13NS in total.

Output
energy above the lowest of the compared OMol25 structures with the same formula, charge and spin = 178.2 kJ/mol
lowest unoccupied orbital energy = 0.033 Ha
E = -613.061125 a.u.
total charge = 0
HOMO level = -0.3053 Ha
SMILES = CCS.CNC

Each line ends with the natural charge from an NBO analysis.
Atoms and positions in Å:
1 C -0.301 4.387 -2.705  -0.64
2 C -0.230 2.932 -2.234  -0.48
3 S -1.696 1.938 -2.781  -0.08
4 H 0.594 4.517 -3.240  0.21
5 H -1.247 4.478 -3.334  0.23
6 H -0.111 5.150 -1.784  0.21
7 H 0.513 2.262 -2.774  0.22
8 H -0.108 2.849 -1.232  0.20
9 H -2.715 2.582 -2.233  0.11
10 C -0.294 -3.042 1.329  -0.40
11 N 0.964 -2.790 1.887  -0.65
12 C 1.221 -3.385 3.217  -0.42
13 H -0.976 -2.296 1.809  0.16
14 H -0.645 -4.052 1.600  0.19
15 H -0.205 -2.916 0.166  0.20
16 H 1.211 -1.823 1.773  0.36
17 H 2.373 -3.457 3.284  0.20
18 H 0.799 -2.916 4.114  0.17
19 H 0.853 -4.418 3.137  0.19

# 4
Density functional theory data (ωB97M-V/def2-TZVPD) for a cluster of 2 separate species, C4H13NS2 in total.

Output
energy above the lowest of the compared OMol25 structures with the same formula, charge and spin = 0.0 kJ/mol
lowest unoccupied orbital energy (alpha / beta) = 0.109 / 0.108 Ha
⟨S²⟩ = 0.751
E = -1011.268946 a.u.
total charge = -1
2S+1 = 2
HOMO level (alpha / beta) = 0.0372 / -0.1843 Ha

Each line ends with the natural charge from an NBO analysis.
Atoms and positions in Å:
1 C 0.501 1.456 -0.398  -0.28
2 C 0.331 2.596 -1.398  -0.74
3 S 1.586 2.569 -2.741  -0.41
4 N -0.344 1.677 0.793  -0.85
5 H 1.533 1.401 -0.062  0.19
6 H 0.190 0.532 -0.878  0.18
7 H 0.457 3.552 -0.892  0.18
8 H -0.648 2.553 -1.890  0.15
9 H 0.693 2.584 -3.782  -0.03
10 H 0.015 -0.658 2.295  0.14
11 H -1.303 1.826 0.526  0.34
12 H -0.039 2.563 1.197  0.34
13 C -0.801 -3.450 1.174  -0.62
14 C -0.047 -2.288 0.536  -0.55
15 S 0.998 -1.401 1.729  -0.08
16 H -1.613 -3.100 1.815  0.20
17 H -0.126 -4.070 1.760  0.20
18 H -1.288 -4.070 0.413  0.20
19 H -0.734 -1.613 0.027  0.21
20 H 0.639 -2.660 -0.225  0.21